Entry one
14
Properties=species:S:1:pos:R:3 method="wB97M-V/def2-TZVPD" homo_energy_ev=-14.460 charge=+1 gap_ev=9.4 lumo_ev=-5.10
C -2.5712 -1.8218 0.2819
C 0.4703 -1.1453 1.4189
C -2.1428 -0.6922 0.1198
C 0.6778 1.6358 -0.3986
C 1.5134 0.3517 -0.2815
N 1.1788 -0.4299 0.8231
N -0.0065 1.9031 -1.3630
H -1.9293 0.2401 -0.1165
H 0.6644 2.3458 0.4828
H 1.1556 -0.4171 -1.0343
H 2.5864 0.6065 -0.1813
H -3.1394 -2.6844 0.4253
H -0.1255 1.2015 -2.0908
H -0.0425 -1.9394 1.7910

=====

Entry two
14
Properties=species:S:1:pos:R:3 method="wB97M-V/def2-TZVPD" smiles="C/C=C1/C=NC=[NH+]1" homo_energy_ev="-14.542 / -14.542" charge=+1 gap_ev="8.1 / 8.1" lumo_ev="-6.42 / -6.42"
C -2.2296 0.0689 -0.0996
C -1.0422 -0.7277 0.0848
C 0.3821 -0.1935 0.0383
C 1.4749 -1.1175 -0.0008
N 2.5537 -0.4177 -0.1285
C 2.2391 0.8697 0.0344
N 0.8737 1.0241 0.0350
H -1.9199 1.0383 -0.2235
H -2.9727 0.1106 0.6944
H -3.0000 -0.2904 -0.7407
H -1.2857 -1.7066 0.2748
H 1.5888 -2.2187 0.0134
H 2.8842 1.6210 0.1612
H 0.4534 1.9393 -0.1432

=====

It is entry two that is most stable; the runner-up trails by 3.307 eV.

=====

Entry one
16
Properties=species:S:1:pos:R:3 method="wB97M-V/def2-TZVPD" homo_energy_ev=-4.005 charge=-1 gap_ev=7.3 lumo_ev=3.31
C -4.0012 -1.7504 -0.0929
C -3.7101 -2.8959 -0.1807
C -4.4640 -0.3706 0.0095
C 5.9087 0.9202 0.6497
C 5.2930 0.8769 -0.5070
O -0.6062 0.1916 0.2427
O -1.8926 1.7676 -1.1890
P -1.1173 1.5918 0.0873
H -4.4773 -0.3777 1.0303
H -3.7479 0.3490 -0.5673
H -5.5057 -0.2472 -0.4094
H -3.3849 -3.8279 0.1926
H 6.2454 1.8331 1.1837
H 5.6214 0.2167 1.4544
H 5.2634 1.6778 -1.2896
H 4.5754 0.0449 -0.6143

=====

Entry two
16
Properties=species:S:1:pos:R:3 method="wB97M-V/def2-TZVPD" homo_energy_ev="-3.020 / -3.024" charge=-1 gap_ev="6.7 / 6.7" lumo_ev="3.72 / 3.72"
C -0.4708 0.4256 -1.1429
C 0.3470 0.0646 0.0127
C -1.7225 -0.2139 -1.2490
C 0.0385 -0.8344 0.9179
C 1.7969 0.6223 0.2752
O -3.4738 1.4609 0.5414
O -4.0953 -0.9781 0.2991
P -2.9969 0.0558 0.3168
H -0.5010 1.3820 -1.5160
H -2.3751 0.3004 -2.1004
H -1.8443 -1.2493 -1.3254
H -0.9476 -1.3861 0.9251
H 0.5555 -0.8265 1.9060
H 2.0670 1.4544 -0.3930
H 2.4319 -0.2663 0.1356
H 1.7663 0.9775 1.3381

=====

It is entry two that is most stable; the runner-up trails by 1.052 eV.

=====

Entry one
20
Properties=species:S:1:pos:R:3 method="wB97M-V/def2-TZVPD" homo_energy_ev=-13.564 charge=+1 gap_ev=9.6 lumo_ev=-3.93
O 0.4928 1.3404 2.6682
C -0.5686 1.4448 1.9806
C -0.7082 0.6388 0.6911
C 0.6230 0.2263 0.0370
C 0.5457 -0.3095 -1.4155
S -1.0997 -1.1173 -1.7303
N -1.6282 1.3444 -0.2812
H -1.3447 2.0279 2.3800
H -1.0808 -0.3227 1.0380
H 1.4179 1.0423 0.1537
H 1.0466 -0.5210 0.6792
H 1.4050 -1.0482 -1.6759
H 0.5904 0.6418 -2.0784
H -1.1756 -2.1844 -0.9727
H -2.5394 1.5272 0.2252
H -1.9499 0.7729 -1.2654
H -1.0851 2.3007 -0.4404
H 3.1472 -2.4781 0.0700
H 1.7169 -3.0125 0.1302
O 2.1946 -2.3137 -0.1936

=====

Entry two
20
Properties=species:S:1:pos:R:3 method="wB97M-V/def2-TZVPD" homo_energy_ev=-13.353 charge=+1 gap_ev=10.1 lumo_ev=-3.24
O 0.9154 -2.7704 0.2871
C 0.0000 -1.9876 0.1741
C 0.3196 -0.5196 0.0799
C -0.0201 0.0905 -1.2779
C 0.0954 1.6305 -1.3359
S 0.1266 2.5237 0.2334
N 1.7898 -0.3339 0.3285
H -1.0228 -2.3849 0.1557
H -0.2329 0.0713 0.7981
H 0.6726 -0.3264 -1.9995
H -1.0109 -0.2718 -1.4691
H -0.6937 2.0057 -1.9620
H 1.0380 1.8621 -1.8249
H -0.9738 1.9895 0.7733
H 2.1726 -0.9789 1.0176
H 1.9169 0.6286 0.6710
H 2.2977 -0.4713 -0.5414
H -3.1672 0.0275 1.8050
H -1.9930 -0.6253 2.4514
O -2.2300 -0.1592 1.6356

=====

It is entry two that is most stable; the runner-up trails by 1.993 eV.

=====

Entry one
16
Properties=species:S:1:pos:R:3 method="wB97M-V/def2-TZVPD" smiles="CC(C)/[N+](O)=N/O" homo_energy_ev="-14.881 / -15.149" charge=+1 gap_ev="9.0 / 9.8" lumo_ev="-5.88 / -5.32"
C 1.1995 1.0753 0.7134
C 0.4383 -0.2153 0.4019
C 1.1050 -1.1228 -0.6086
N -0.8759 0.1441 -0.0294
O -1.0101 0.6470 -1.2090
N -2.1407 -0.2763 0.7409
O -3.1615 -0.2105 0.0512
H 2.1629 0.8102 1.0201
H 1.5521 1.7802 -0.1635
H 0.8817 1.7212 1.4346
H 0.3403 -0.8949 1.3231
H 1.6024 -0.4547 -1.4350
H 0.2492 -1.6827 -1.0795
H 1.7974 -1.7274 -0.1158
H -0.2006 0.7567 -1.6837
H -3.9402 -0.3501 0.6392

=====

Entry two
16
Properties=species:S:1:pos:R:3 method="wB97M-V/def2-TZVPD" homo_energy_ev=-13.784 charge=+1 gap_ev=10.0 lumo_ev=-3.77
N 0.1421 -1.9703 0.4676
C 0.2076 -1.6983 -0.8088
N 1.3114 -1.7679 -1.5133
H 0.9311 -2.2932 1.0093
H -0.7360 -1.8913 0.9617
H -0.7030 -1.3987 -1.3147
H 1.2790 -1.6070 -2.5097
H 2.1588 -2.1629 -1.1332
O 0.2179 3.2858 0.1706
C -0.2040 2.1804 0.3138
O 0.2324 1.1511 -0.4866
C -1.2295 1.7377 1.3103
H 0.8561 1.5728 -1.1028
H -0.9096 0.8175 1.7893
H -2.1670 1.5366 0.7929
H -1.3873 2.5078 2.0534

=====

It is entry two that is most stable; the runner-up trails by 7.660 eV.

=====

Entry one
21
Properties=species:S:1:pos:R:3 method="wB97M-V/def2-TZVPD" homo_energy_ev=-8.821 gap_ev=9.0 lumo_ev=0.20
C 1.4594 2.3321 1.9512
C 0.5566 1.9052 0.7422
C -0.2329 1.3634 -0.0634
C -1.3693 0.7340 -0.5853
C -3.0225 0.4957 -1.9127
C -2.4513 -0.7093 -1.8039
C -0.3257 -1.4513 -0.4678
C 0.6111 -2.2827 -0.1310
C 1.8156 -2.8970 0.4755
H 2.5420 1.2439 0.9647
H 2.0536 3.2356 1.7709
H 1.0902 2.3576 2.9189
H -3.8875 0.4487 -2.6812
H -2.9109 -1.5930 -2.1176
H 2.9527 -3.4236 -0.2446
H 1.6361 -3.4956 1.2966
H 1.6615 -0.8234 1.5686
N -2.2685 1.4644 -1.2627
N -1.4223 -0.5989 -0.8808
O 2.4826 1.2132 1.8818
O 2.3238 -1.3319 0.9056

=====

Entry two
21
Properties=species:S:1:pos:R:3 method="wB97M-V/def2-TZVPD" homo_energy_ev=-9.364 gap_ev=9.7 lumo_ev=0.29
C -0.0808 -2.2280 1.3751
C 0.1159 -0.2652 0.1592
C 0.6849 0.7241 0.8955
C 2.2641 -0.8099 1.2941
C 2.8566 -2.8209 0.4960
C 1.4716 -2.6994 -0.2963
C 0.6861 -1.6535 0.3550
C -1.1240 -0.0473 -0.5717
C 0.2497 2.1750 0.9460
N -0.4733 -2.8171 2.2954
N 3.2133 -1.6339 1.1770
O 3.5463 -3.7594 0.3863
O 1.9841 0.3798 1.4534
H 1.7319 -2.6457 -1.3313
H 0.9827 -3.5984 -0.2023
H -1.7808 0.5451 -0.0762
H -1.5596 -1.0114 -0.6388
H -0.8766 0.3139 -1.6175
H -0.5454 2.2028 0.2554
H 1.1988 2.6213 0.6556
H 0.1166 2.4708 1.9430

=====

It is entry two that is most stable; the runner-up trails by 5.883 eV.

=====

Entry one
63
Properties=species:S:1:pos:R:3 method="wB97M-V/def2-TZVPD" smiles=CCO.CCO.CCO.CCO.CCO.CCO.CCO homo_energy_ev=-9.550 gap_ev=10.1 lumo_ev=0.58
C -0.0415 -3.4357 -2.4574
C -0.7335 -3.8836 -1.1920
O 0.2183 -4.1900 -0.1553
H 0.6236 -4.2077 -2.8627
H 0.6282 -2.5912 -2.2736
H -0.7581 -3.1813 -3.2390
H -1.3329 -4.7838 -1.3539
H -1.3747 -3.0970 -0.7973
H 0.9422 -4.6558 -0.5839
C 2.9684 0.3321 -0.9565
C 4.2939 0.7641 -1.5511
O 4.8606 -0.2596 -2.3817
H 2.5573 1.1039 -0.3042
H 3.1040 -0.5825 -0.3747
H 2.2217 0.1036 -1.7187
H 4.9953 0.9812 -0.7380
H 4.2112 1.7006 -2.1057
H 5.5926 -0.6400 -1.8907
C -0.6892 0.1491 -1.3412
C -0.8417 1.6387 -1.2011
O -0.9644 2.0882 0.1518
H -1.6523 -0.3037 -1.0894
H 0.0691 -0.2966 -0.6967
H -0.4348 -0.0948 -2.3735
H -1.7603 1.9390 -1.7200
H -0.0183 2.1832 -1.6598
H -1.6209 1.5329 0.5918
C 1.6344 -0.4664 -4.4961
C 2.4025 -1.7669 -4.6077
O 3.0437 -2.1394 -3.4090
H 0.7791 -0.4819 -3.8246
H 1.2751 -0.1744 -5.4935
H 2.2821 0.3747 -4.2226
H 3.1109 -1.7318 -5.4447
H 1.7094 -2.5740 -4.8638
H 3.6228 -1.4181 -3.1214
C -4.5317 3.4518 1.8066
C -4.1892 2.1083 2.4550
O -3.8745 1.1002 1.5017
H -3.6330 3.9515 1.4354
H -4.9062 4.1159 2.5904
H -5.2640 3.3688 1.0049
H -5.0607 1.8027 3.0425
H -3.2994 2.2380 3.0656
H -4.5365 1.0991 0.8050
C -1.4273 -1.6391 1.9512
C -1.1048 -2.7882 2.8616
O -1.3100 -4.0480 2.2059
H -0.7686 -1.5872 1.0807
H -1.2441 -0.6798 2.4529
H -2.4688 -1.6602 1.6339
H -1.7575 -2.7840 3.7311
H -0.0579 -2.7444 3.1788
H -0.7207 -4.0713 1.4396
C 1.0134 3.9569 4.9329
C 0.5417 2.9591 3.8903
O -0.6792 3.4137 3.3393
H 0.3520 4.0045 5.7964
H 1.0544 4.9380 4.4636
H 2.0173 3.6617 5.2402
H 0.4199 1.9372 4.2643
H 1.3304 2.9205 3.1239
H -0.8192 3.0395 2.4644

=====

Entry two
63
Properties=species:S:1:pos:R:3 method="wB97M-V/def2-TZVPD" smiles=CCO.CCO.CCO.CCO.CCO.CCO.CCO homo_energy_ev=-9.361 gap_ev=9.7 lumo_ev=0.33
C 1.1843 2.4859 3.0462
C 2.1713 3.4629 2.5562
O 1.9133 4.1019 1.4702
H 0.0323 2.7729 2.9962
H 1.3563 2.2719 4.0852
H 1.2683 1.5589 2.5122
H 3.2783 3.1089 2.5132
H 2.2193 4.1729 3.2392
H 2.7013 4.5729 1.0202
C 2.5883 -3.6501 -0.3028
C 3.9273 -3.6051 0.6112
O 4.2653 -4.9291 0.9802
H 2.6953 -4.2291 -1.0228
H 2.4053 -2.6801 -0.6008
H 1.5953 -3.9701 0.2692
H 3.6583 -3.1401 1.4242
H 4.6423 -3.1791 0.2192
H 5.2003 -5.0541 1.4562
C -2.7277 4.2799 -0.8868
C -1.3297 4.1399 -0.4238
O -1.1567 3.7279 0.9582
H -3.1767 3.2409 -0.9848
H -2.8377 4.8509 -1.7208
H -3.3797 4.8579 -0.2048
H -0.7667 5.1829 -0.6858
H -0.7287 3.4569 -1.0288
H -0.3607 3.7459 1.3482
C -3.3227 -2.2971 -0.1958
C -3.7797 -1.1131 -0.9968
O -3.6917 -1.3151 -2.4338
H -2.3347 -2.6841 -0.6318
H -3.7137 -3.3211 -0.1578
H -3.2777 -1.9491 0.7832
H -3.2157 -0.0631 -0.7888
H -4.8097 -0.9051 -0.7078
H -3.5867 -0.3741 -2.7328
C -0.1007 -0.8421 -0.6328
C -0.0727 0.5239 -0.2258
O -1.1697 0.9099 0.5482
H -0.9327 -1.0991 -1.2758
H -0.1377 -1.5041 0.2212
H 0.9043 -1.1271 -1.2688
H 0.0153 1.2119 -1.0198
H 0.8163 0.7269 0.3142
H -1.2297 1.7609 0.3312
C -0.5247 -0.9031 -4.9268
C 0.9273 -0.9911 -4.4968
O 1.3633 0.3189 -4.0888
H -0.7377 -2.0271 -5.0908
H -0.8617 -0.4581 -5.7268
H -1.1257 -0.5121 -4.0328
H 1.6013 -1.5941 -5.2518
H 0.8123 -1.7251 -3.6718
H 2.1543 0.0119 -3.8988
C 0.8223 -1.2561 3.4902
C -0.6687 -1.3611 3.3822
O -1.2347 -0.1021 3.0552
H 1.2483 -0.4481 4.2072
H 1.1573 -1.0301 2.5642
H 1.0693 -2.3661 3.6712
H -0.8597 -1.7961 4.3022
H -1.0497 -1.9241 2.4602
H -1.0947 0.0679 2.0792

=====

It is entry one that is most stable; the runner-up trails by 8.598 eV.

=====

Entry one
9
Properties=species:S:1:pos:R:3 method="wB97M-V/def2-TZVPD" homo_energy_ev=-3.355 charge=-1 gap_ev=7.5 lumo_ev=4.19
C 0.5565 0.3892 -0.1704
N -0.5028 -0.4828 -0.7501
N -0.0847 -0.5650 0.6841
O 3.0327 0.9714 0.4635
O 2.4425 -1.3528 0.1333
S 2.4774 -0.0013 -0.4280
H 0.3430 1.4402 0.0916
H -1.3717 -0.0330 -0.9224
H 0.7118 -1.2101 0.6157

=====

Entry two
9
Properties=species:S:1:pos:R:3 method="wB97M-V/def2-TZVPD" homo_energy_ev=-3.316 charge=-1 gap_ev=7.6 lumo_ev=4.27
C -0.4148 -0.4610 -0.2713
N -0.4187 0.5702 2.0471
N 0.1831 -0.3762 1.5325
O 1.7616 -0.3802 -1.9451
O -0.2787 0.9060 -2.4877
S 0.7605 0.6122 -1.4632
H -1.3217 0.0043 0.0422
H -0.1038 -1.4413 -0.5889
H -0.1674 0.5660 3.1344

=====

It is entry one that is most stable; the runner-up trails by 0.921 eV.

=====

Entry one
20
Properties=species:S:1:pos:R:3 method="wB97M-V/def2-TZVPD" smiles="O=C1CN2CC[C@@H]2N1.N=C=O" homo_energy_ev=-8.499 gap_ev=9.1 lumo_ev=0.63
O 0.6507 -2.9225 0.1338
C 0.9517 -1.7546 0.1037
C 1.3870 -0.8985 1.3359
N 1.5632 0.4465 0.5085
C 0.3876 1.3357 0.5511
C 0.2665 1.4220 -0.9728
C 1.3510 0.3621 -1.1144
N 0.9483 -1.0315 -1.0708
H 0.5979 -0.7842 2.0637
H 2.3404 -1.1931 1.7513
H 0.6184 2.2741 1.0616
H -0.4870 0.8794 1.0233
H -0.6926 1.1190 -1.3881
H 0.5538 2.3819 -1.3916
H 2.2519 0.5478 -1.6870
H 0.6420 -1.5181 -1.8999
N -3.8478 0.3165 0.3245
C -2.9581 -0.4170 0.0223
O -2.0813 -0.9844 -0.4682
H -4.4436 0.4189 1.1131

=====

Entry two
20
Properties=species:S:1:pos:R:3 method="wB97M-V/def2-TZVPD" smiles="CN[C@]1([N+](=O)[O-])CC=CC=N1" homo_energy_ev=-8.536 gap_ev=8.3 lumo_ev=-0.19
C 2.4671 -0.6984 -0.7718
N 1.6273 -0.5726 0.3137
C 0.3577 -0.1146 0.1640
N 0.4344 1.7052 0.1770
O 1.4475 2.1101 0.6604
O -0.5704 2.2716 -0.1567
C -0.6334 -0.2817 1.2815
C -2.0524 -0.1033 0.9105
C -2.4822 -0.0669 -0.3686
C -1.4889 -0.1343 -1.3693
N -0.2222 -0.3060 -1.1277
H 3.0079 0.2522 -1.1894
H 3.0838 -1.5219 -0.7442
H 1.7562 -0.9347 -1.5263
H 2.0171 -0.3976 1.2088
H -0.3916 0.2758 2.2907
H -0.5061 -1.3546 1.5783
H -2.7399 0.0454 1.7086
H -3.4667 0.1243 -0.6480
H -1.6453 -0.2978 -2.3916

=====

It is entry one that is most stable; the runner-up trails by 3.314 eV.